C2H9N4 | wB97M-V/def2-TZVPD

energy above the lowest of the compared OMol25 structures with the same formula, charge and spin: 295.77 kJ/mol
HOMO: -13.077 eV
lowest unoccupied orbital energy: -0.133 Eh
max |F|: 4.06 eV/A

ORCA input file:
```
! RIJCOSX wB97M-V def2-TZVPD def2/J DEFGRID3
* xyz 1 1
C -1.8827 0.5338 0.4210
C 2.7721 0.3230 0.5593
N -2.8714 -0.1232 -0.1762
N -0.6171 0.2727 0.1162
N 2.3165 0.2454 -0.5799
N -0.3186 -0.8461 -0.6592
H -2.2156 1.0481 1.3718
H 2.3126 0.7495 1.4568
H 3.8432 0.1563 0.7552
H -2.6233 -0.8049 -0.9525
H -3.8133 -0.2240 0.2824
H 0.0804 0.6474 0.7770
H 2.6863 -0.0551 -1.4370
H 0.5185 -1.3179 -0.2917
H -0.1875 -0.6052 -1.6433
*
```